No. 1
ORCA calculation (ωB97M-V/def2-TZVPD) on C11H30MgN2OP2S2SbSe4 as an isolated structure.

```
! wB97M-V def2-TZVPD RIJCOSX def2/J DEFGRID3
* xyz -1 1
Mg 1.647 -0.431 0.994
C 3.459 2.575 -0.083
P 1.800 1.893 -0.412
C 1.782 1.917 -2.242
C 0.752 3.374 0.012
C -0.516 3.568 -0.821
P -1.657 2.120 -0.951
C -3.052 2.995 -1.780
C -2.330 2.043 0.751
H 3.628 3.494 -0.649
H 4.192 1.813 -0.351
H 3.568 2.764 0.985
H 2.048 2.905 -2.625
H 0.801 1.627 -2.618
H 2.515 1.187 -2.590
H 1.365 4.275 -0.088
H 0.500 3.281 1.072
H -0.237 3.815 -1.851
H -1.084 4.423 -0.438
H -3.355 3.890 -1.231
H -3.909 2.323 -1.858
H -2.762 3.284 -2.792
H -2.606 3.033 1.125
H -1.605 1.587 1.428
H -3.217 1.407 0.748
Se 3.897 -0.099 2.375
Sb 4.342 -2.192 1.075
Se 1.962 -3.281 1.310
Se 1.356 -4.527 3.219
Se 3.306 -1.293 -1.036
N 1.481 -1.360 4.335
C 0.389 -0.943 3.713
N -0.638 -1.806 3.623
S 0.277 0.632 3.035
H 1.598 -2.377 4.417
H 2.326 -0.819 4.157
H -0.384 -2.804 3.640
H -1.377 -1.510 3.009
C -2.719 -3.852 -0.639
C -1.521 -3.167 -0.002
S -1.410 -1.418 -0.433
O -0.104 -0.997 0.154
C -1.129 -1.544 -2.209
C 0.001 -2.471 -2.615
H -2.795 -4.872 -0.263
H -2.625 -3.907 -1.724
H -3.652 -3.336 -0.400
H -0.565 -3.625 -0.255
H -1.586 -3.173 1.087
H -0.934 -0.505 -2.481
H -2.096 -1.818 -2.642
H 0.913 -2.250 -2.054
H 0.219 -2.332 -3.675
H -0.257 -3.519 -2.463
*
```

Values from the calculation:
M ... 794.36 g mol⁻¹
DFT total energy ... -330545.718 eV
HOMO-LUMO gap ... 5.751 eV
ΔE to the lowest compared entry with this formula, charge and spin ... 18.4 kJ/mol
Highest occupied orbital energy ... -0.13568 hartree

Atomic partial charges in e from the natural (NBO) method, atoms 1 to 4: 1.58 -0.95 0.78 -0.96

No. 2
ORCA calculation (ωB97M-V/def2-TZVPD) on C11H31BCl2HfO11S3 as an isolated structure in a non-equilibrium geometry.

```
! wB97M-V def2-TZVPD RIJCOSX def2/J DEFGRID3
* xyz 0 1
Hf 10.313 6.827 -22.894
B 9.030 5.262 -21.531
H 8.544 4.605 -20.722
H 8.869 6.381 -21.441
H 10.157 5.195 -21.581
H 8.632 5.062 -22.575
Cl 10.020 8.985 -21.315
Cl 11.861 4.727 -23.650
C 12.022 8.917 -26.309
C 11.480 8.517 -24.984
O 12.177 8.009 -24.070
O 10.219 8.305 -24.907
H 11.589 9.875 -26.609
H 11.852 8.245 -27.146
H 13.101 9.059 -26.238
O 7.919 7.592 -23.072
S 6.617 8.206 -23.194
O 6.538 9.380 -24.018
O 5.641 7.004 -23.751
C 4.384 7.443 -24.287
C 3.265 6.812 -23.476
C 5.977 8.532 -21.541
H 4.322 7.090 -25.317
H 4.290 8.528 -24.330
H 3.141 5.754 -23.691
H 2.263 7.233 -23.618
H 3.414 7.113 -22.435
H 4.913 8.727 -21.664
H 6.563 9.383 -21.207
H 6.081 7.622 -20.957
O 14.497 7.076 -21.695
S 13.391 6.870 -20.812
O 12.058 6.723 -21.365
O 13.681 5.571 -19.922
C 14.470 4.510 -20.480
C 14.275 3.332 -19.496
C 13.326 8.121 -19.515
H 15.519 4.792 -20.472
H 14.089 4.182 -21.444
H 13.202 3.203 -19.369
H 14.746 3.608 -18.553
H 14.728 2.407 -19.847
H 14.268 7.995 -18.986
H 12.503 7.952 -18.825
H 13.198 9.080 -20.007
O 9.114 4.923 -27.005
S 8.353 5.273 -25.841
O 9.010 5.777 -24.657
O 7.237 6.343 -26.217
C 7.608 7.333 -27.233
C 7.152 6.818 -28.613
C 7.263 3.843 -25.468
H 8.681 7.493 -27.261
H 7.035 8.225 -26.998
H 7.218 7.683 -29.283
H 6.146 6.423 -28.711
H 7.908 6.093 -28.906
H 6.893 3.378 -26.376
H 6.534 4.317 -24.812
H 7.803 3.064 -24.932
*
```

Values from the calculation:
M ... 695.77 g mol⁻¹
DFT total energy ... -93967.943 eV
HOMO-LUMO gap ... 9.248 eV
ΔE to the lowest compared entry with this formula, charge and spin ... 167.6 kJ/mol
Highest occupied orbital energy ... -0.33102 hartree

Atomic partial charges in e from the natural (NBO) method, atoms 1 to 4: 2.06 -0.67 0.06 -0.01

No. 3
ORCA calculation (ωB97M-V/def2-TZVPD) on a 9-piece molecular cluster, C11H32N8O19S overall in a non-equilibrium geometry.

```
! wB97M-V def2-TZVPD RIJCOSX def2/J DEFGRID3
* xyz 0 1
C 3.844 -0.251 -0.397
C 3.764 0.785 0.705
O 2.583 1.588 0.500
S 2.112 2.548 1.663
C 3.032 4.020 1.329
O 0.741 2.804 1.366
O 2.501 2.015 2.928
H 4.583 -1.004 -0.122
H 4.167 0.199 -1.338
H 2.881 -0.729 -0.568
H 3.719 0.305 1.687
H 4.680 1.392 0.730
H 2.953 4.619 2.235
H 2.661 4.446 0.406
H 4.085 3.745 1.265
C -0.177 0.677 -0.860
N -1.300 -0.081 -1.440
O -2.133 -0.534 -0.682
O -1.297 -0.245 -2.645
H 0.474 0.999 -1.663
H 0.249 0.071 -0.069
H -0.559 1.585 -0.402
C 1.191 -2.469 3.701
N 1.675 -1.860 2.424
O 1.035 -0.933 1.985
O 2.701 -2.292 1.932
H 1.433 -3.526 3.677
H 0.114 -2.358 3.707
H 1.691 -1.922 4.490
C 1.641 -4.247 -0.738
N 0.388 -3.596 -1.197
O 0.389 -2.384 -1.266
O -0.534 -4.311 -1.497
H 1.389 -5.109 -0.135
H 2.189 -3.509 -0.162
H 2.171 -4.530 -1.642
C 1.739 -0.249 -3.886
N 2.352 1.094 -3.555
O 3.425 1.079 -2.978
O 1.734 2.096 -3.856
H 2.514 -0.810 -4.394
H 0.895 -0.045 -4.529
H 1.471 -0.657 -2.918
C -4.111 -2.013 1.408
N -3.387 -2.783 2.433
O -3.843 -2.793 3.550
O -2.364 -3.346 2.094
H -4.031 -2.517 0.451
H -3.585 -1.063 1.285
H -5.125 -1.841 1.739
C -1.421 4.561 -0.292
N -0.172 4.940 -1.001
O 0.302 4.097 -1.749
O 0.209 6.091 -0.912
H -1.483 5.066 0.668
H -1.352 3.495 -0.105
H -2.296 4.786 -0.890
C -2.178 2.601 3.314
N -2.226 1.519 2.286
O -1.868 0.424 2.644
O -2.629 1.787 1.172
H -1.141 2.615 3.636
H -2.828 2.296 4.127
H -2.489 3.531 2.862
C -3.346 -2.501 -3.029
N -4.555 -3.274 -3.425
O -4.886 -3.228 -4.593
O -5.142 -3.884 -2.569
H -2.513 -2.876 -3.615
H -3.161 -2.630 -1.975
H -3.543 -1.474 -3.307
*
```

Values from the calculation:
M ... 612.48 g mol⁻¹
SMILES ... CCOS(C)(=O)=O.C[N+](=O)[O-].C[N+](=O)[O-].C[N+](=O)[O-].C[N+](=O)[O-].C[N+](=O)[O-].C[N+](=O)[O-].C[N+](=O)[O-].C[N+](=O)[O-]
DFT total energy ... -73562.226 eV
HOMO-LUMO gap ... 10.544 eV
Highest occupied orbital energy ... -0.39032 hartree

Atomic partial charges in e from the Mulliken method, atoms 1 to 4: -0.81 -0.47 0.06 0.96

No. 4
ORCA calculation (ωB97M-V/def2-TZVPD) on C11H33InN8O5P as an isolated structure in a non-equilibrium geometry.

```
! wB97M-V def2-TZVPD RIJCOSX def2/J DEFGRID3
* xyz -1 1
C -4.605 -0.031 2.564
C -4.038 -0.842 1.360
P -2.200 -1.030 1.341
C -1.398 0.670 1.450
C -0.377 0.688 2.598
In -1.434 -2.622 3.205
C -0.067 -4.133 2.247
C 1.214 -4.362 3.012
C 1.089 -4.506 4.478
O 1.650 -3.315 3.804
H -5.349 0.678 2.191
H -5.141 -0.710 3.223
H -3.820 0.489 3.102
H -4.477 -1.837 1.401
H -4.381 -0.380 0.434
H -0.838 0.858 0.538
H -2.120 1.470 1.613
H -0.892 0.696 3.553
H 0.216 1.609 2.525
H 0.322 -0.140 2.535
H -0.727 -1.744 4.582
H -2.917 -3.416 3.797
H 0.282 -3.720 1.296
H -0.518 -5.121 2.145
H 1.964 -4.987 2.527
H 0.136 -4.318 4.949
H 1.989 -4.782 5.012
C -0.942 2.045 -2.691
O -1.567 1.270 -1.996
N 0.321 1.793 -3.143
N -1.458 3.263 -3.082
H 0.853 2.432 -3.714
H 0.726 0.917 -2.874
H -2.382 3.490 -2.767
H -0.956 3.916 -3.651
C -5.421 -5.394 2.581
O -5.317 -4.218 2.833
N -5.081 -5.918 1.356
N -5.876 -6.315 3.500
H -5.149 -6.890 1.127
H -4.730 -5.276 0.671
H -6.119 -5.967 4.406
H -5.960 -7.294 3.312
C 2.952 4.388 -5.001
O 2.306 3.603 -4.325
N 4.224 4.113 -5.407
N 2.458 5.602 -5.391
H 4.785 4.740 -5.953
H 4.613 3.231 -5.130
H 1.527 5.834 -5.101
H 2.975 6.259 -5.943
C 7.604 4.680 -3.550
O 7.944 5.328 -4.527
N 6.355 4.783 -3.007
N 8.442 3.796 -2.927
H 6.044 4.259 -2.211
H 5.720 5.420 -3.448
H 9.365 3.697 -3.305
H 8.181 3.254 -2.126
*
```

Values from the calculation:
M ... 503.23 g mol⁻¹
DFT total energy ... -48564.060 eV
HOMO-LUMO gap ... 3.840 eV
Highest occupied orbital energy ... -0.08671 hartree

Atomic partial charges in e from the Mulliken method, atoms 1 to 4: -0.98 -0.34 -0.06 -0.25

No. 5
ORCA calculation (ωB97M-V/def2-TZVPD) on C11H34FN8O5Sr as an isolated structure in a non-equilibrium geometry.

```
! wB97M-V def2-TZVPD RIJCOSX def2/J DEFGRID3
* xyz 1 1
Sr 0.172 -0.512 -0.388
F 1.488 -1.520 1.400
C 2.066 2.978 0.088
C 1.617 2.247 1.362
C 1.639 3.177 2.566
O 1.268 2.405 3.703
C 1.456 3.104 4.914
N 0.305 1.624 1.160
H 2.564 2.306 -0.609
H 2.724 3.820 0.298
H 1.176 3.355 -0.428
H 2.354 1.468 1.571
H 0.861 3.947 2.431
H 2.632 3.610 2.709
H 2.472 3.499 5.018
H 1.275 2.408 5.730
H 0.753 3.944 4.995
H 0.016 1.280 2.077
H -0.340 2.393 0.970
C -0.561 -4.567 -2.590
C -0.158 -3.168 -2.142
C -0.438 -2.144 -3.246
O 0.205 -0.926 -2.863
C -0.044 0.086 -3.824
N -0.894 -2.742 -0.930
H -0.408 -5.223 -1.720
H 0.121 -4.966 -3.338
H -1.618 -4.670 -2.833
H 0.923 -3.143 -1.995
H -1.495 -2.106 -3.532
H 0.123 -2.541 -4.103
H 0.065 -0.287 -4.847
H 0.713 0.865 -3.719
H -1.029 0.539 -3.693
H -0.659 -3.391 -0.174
H -1.871 -2.983 -1.105
C 3.724 -0.253 -0.544
O 2.646 -0.327 -1.141
N 3.818 -0.712 0.723
N 4.829 0.333 -1.117
H 4.699 -0.767 1.202
H 2.991 -1.188 1.105
H 4.750 0.550 -2.093
H 5.748 0.211 -0.731
C -3.042 0.867 -1.133
O -1.814 0.902 -1.149
N -3.744 1.631 -0.258
N -3.771 -0.008 -1.912
H -4.739 1.680 -0.143
H -3.170 2.293 0.234
H -4.691 0.325 -2.168
H -3.302 -0.394 -2.716
C -2.642 -1.021 2.083
O -1.649 -0.696 1.443
N -3.040 -0.326 3.190
N -3.385 -2.137 1.786
H -3.792 -0.672 3.758
H -2.532 0.495 3.454
H -4.313 -2.221 2.158
H -3.054 -2.735 1.057
*
```

Values from the calculation:
M ... 465.06 g mol⁻¹
DFT total energy ... -37672.592 eV
HOMO-LUMO gap ... 9.362 eV
ΔE to the lowest compared entry with this formula, charge and spin ... 61.6 kJ/mol
Highest occupied orbital energy ... -0.42594 hartree

Atomic partial charges in e from the natural (NBO) method, atoms 1 to 4: 1.83 -0.90 -0.62 -0.09

No. 6
ORCA calculation (ωB97M-V/def2-TZVPD) on C11H34N4NiOSi2Te as an isolated structure.

```
! wB97M-V def2-TZVPD RIJCOSX def2/J DEFGRID3
* xyz 2 1
Ni -1.565 -0.962 0.478
N -3.287 -0.166 0.743
C -4.067 -1.015 1.694
C -3.789 -2.450 1.324
N -2.307 -2.609 1.310
H -3.283 0.810 1.032
H -3.758 -0.171 -0.164
H -5.131 -0.788 1.656
H -3.711 -0.796 2.701
H -4.156 -2.668 0.320
H -4.271 -3.139 2.015
H -2.036 -3.484 0.869
H -1.981 -2.667 2.273
N 1.398 -3.238 -1.114
C 0.772 -2.692 -0.072
N 1.056 -3.133 1.162
O -0.058 -1.763 -0.288
H 2.057 -3.993 -1.024
H 1.106 -2.966 -2.039
H 1.741 -3.854 1.317
H 0.766 -2.589 1.956
C 1.322 1.606 -4.531
Si 0.116 2.063 -3.210
C -1.620 1.543 -3.641
C 0.203 3.858 -2.777
C 0.618 1.047 -1.681
Te -0.606 1.418 0.012
C 0.918 1.956 1.402
Si 1.998 0.639 2.207
C 3.102 1.468 3.426
C 0.814 -0.511 3.089
C 2.954 -0.235 0.882
H 1.100 2.140 -5.459
H 1.286 0.536 -4.753
H 2.345 1.863 -4.244
H -2.132 2.319 -4.214
H -2.232 1.358 -2.751
H -1.618 0.633 -4.246
H -0.086 4.464 -3.641
H 1.219 4.154 -2.500
H -0.469 4.131 -1.959
H 1.638 1.260 -1.351
H 0.551 -0.028 -1.864
H 0.378 2.527 2.162
H 1.481 2.677 0.802
H 2.524 1.962 4.210
H 3.726 2.222 2.940
H 3.772 0.751 3.908
H 0.354 -0.015 3.948
H 1.327 -1.402 3.466
H 0.011 -0.818 2.408
H 3.490 0.478 0.252
H 2.316 -0.837 0.232
H 3.705 -0.895 1.327
*
```

Values from the calculation:
M ... 480.88 g mol⁻¹
DFT total energy ... -84048.020 eV
HOMO-LUMO gap (alpha / beta) ... 7.997 / 8.050 eV
Highest occupied orbital energy (alpha / beta) ... -0.54472 / -0.54334 hartree

Atomic partial charges in e from the natural (NBO) method, atoms 1 to 4: 0.89 -0.81 -0.24 -0.24

No. 7
ORCA calculation (ωB97M-V/def2-TZVPD) on a 5-piece molecular cluster, C11H35B2NO10P overall in a non-equilibrium geometry.

```
! wB97M-V def2-TZVPD RIJCOSX def2/J DEFGRID3
* xyz -1 1
C 0.474 2.156 0.391
B -0.263 2.304 -1.062
O -0.091 3.580 -1.737
B -1.140 1.065 -1.800
O -0.629 -0.181 -1.169
C -1.614 -0.656 -0.255
N -1.348 -2.114 -0.265
C -3.019 -0.171 -0.853
P -4.296 0.559 0.300
O -5.704 0.045 0.061
O -3.947 0.366 1.919
O -4.325 2.213 0.034
O -2.602 0.964 -1.586
H 0.442 3.122 0.958
H -0.006 1.395 1.043
H 1.553 1.888 0.299
H 0.700 3.475 -2.274
H -0.861 1.180 -2.971
H -1.532 -0.301 0.799
H -1.372 -2.386 -1.249
H -0.357 -2.163 -0.035
H -3.410 -1.046 -1.418
H -3.030 0.623 2.091
H -4.816 2.367 -0.780
C -6.631 4.117 2.300
C -7.844 3.385 1.755
O -7.467 2.501 0.711
H -6.137 4.681 1.507
H -6.915 4.806 3.100
H -5.897 3.408 2.692
H -8.565 4.094 1.345
H -8.337 2.809 2.547
H -6.835 1.868 1.077
C 3.239 -3.321 -1.875
C 2.253 -3.072 -0.750
O 2.763 -2.098 0.156
H 4.191 -3.664 -1.477
H 2.858 -4.072 -2.570
H 3.434 -2.398 -2.428
H 2.076 -3.990 -0.187
H 1.296 -2.717 -1.144
H 2.905 -1.287 -0.342
C 4.726 4.752 0.928
C 3.544 3.971 0.382
O 3.977 3.056 -0.623
H 5.225 5.301 0.126
H 4.405 5.461 1.694
H 5.468 4.077 1.364
H 2.816 4.643 -0.071
H 3.047 3.411 1.178
H 4.610 2.458 -0.218
C 4.215 -6.919 0.507
C 5.058 -6.977 -0.753
O 5.357 -5.666 -1.219
H 3.285 -6.380 0.319
H 3.974 -7.922 0.865
H 4.742 -6.382 1.300
H 4.520 -7.495 -1.548
H 5.997 -7.511 -0.567
H 5.839 -5.212 -0.522
*
```

Values from the calculation:
M ... 394.00 g mol⁻¹
DFT total energy ... -44585.038 eV
HOMO-LUMO gap ... 5.909 eV
Highest occupied orbital energy ... -0.13398 hartree

Atomic partial charges in e from the natural (NBO) method, atoms 1 to 4: -1.02 0.84 -0.97 0.26

No. 8
ORCA calculation (ωB97M-V/def2-TZVPD) on a 2-piece molecular cluster, C11H35BNO6P2SSi2 overall in a non-equilibrium geometry.

```
! wB97M-V def2-TZVPD RIJCOSX def2/J DEFGRID3
* xyz -1 1
C -3.515 1.943 5.662
P -3.582 1.763 3.763
C -3.170 3.383 2.842
P -2.463 0.048 3.024
C -0.764 0.903 3.182
C 0.240 0.214 4.312
C 1.504 1.295 4.487
S 2.482 1.531 2.883
O 1.734 2.511 1.902
O 2.481 0.148 2.159
O 4.054 2.135 3.160
O -1.737 -1.431 2.434
B -2.686 -2.111 1.516
O -3.715 -3.101 1.949
O -2.684 -1.781 0.059
H -2.957 2.913 6.031
H -4.644 2.059 6.032
H -3.122 0.963 6.219
H -2.745 3.134 1.758
H -4.084 4.112 2.756
H -2.276 3.916 3.422
H -2.930 -0.697 4.190
H -3.238 0.107 1.777
H -0.796 2.045 3.434
H -0.209 0.740 2.137
H -0.306 0.148 5.359
H 0.669 -0.826 3.991
H 2.174 1.030 5.415
H 1.021 2.363 4.715
H 3.959 3.142 3.273
H -4.567 -2.597 2.205
H -3.403 -1.067 -0.074
C 2.348 -3.518 -5.994
Si 1.564 -2.030 -5.127
C -0.267 -2.415 -4.998
C 1.805 -0.569 -6.280
N 2.308 -1.781 -3.565
Si 1.768 -0.465 -2.546
C -0.035 -0.626 -2.049
C 2.043 1.216 -3.334
C 2.751 -0.448 -0.928
H 1.873 -3.663 -6.972
H 3.417 -3.358 -6.160
H 2.210 -4.432 -5.411
H -0.655 -2.737 -5.972
H -0.848 -1.542 -4.698
H -0.446 -3.221 -4.283
H 2.857 -0.284 -6.334
H 1.218 0.297 -5.971
H 1.475 -0.832 -7.291
H -0.707 -0.448 -2.891
H -0.280 0.118 -1.284
H -0.239 -1.616 -1.637
H 3.071 1.321 -3.683
H 1.850 2.009 -2.602
H 1.363 1.390 -4.171
H 3.819 -0.306 -1.118
H 2.609 -1.378 -0.371
H 2.405 0.380 -0.301
*
```

Values from the calculation:
M ... 438.40 g mol⁻¹
DFT total energy ... -71593.819 eV
HOMO-LUMO gap ... 4.078 eV
Highest occupied orbital energy ... -0.09883 hartree

Atomic partial charges in e from the natural (NBO) method, atoms 1 to 4: -0.95 0.31 -0.94 0.99